[1]
DFT (ωB97M-V/def2-TZVPD) results for a cluster of 3 separate species, C28H47BF9N4O9S in total in a non-equilibrium geometry.

As for the LUMO energy: -2.9 eV. The total charge is +1. As for the strongest force on any atom: 1.2 eV/A.

XYZ file:
```
99
Properties=species:S:1:pos:R:3:forces:R:3:mulliken_charge:R:1
C 7.1134 2.5144 1.3837 0.4261 -0.1597 0.3043 -1.023
C 6.0592 2.8633 0.6779 -0.5354 0.2860 -0.2916 -0.179
C 5.6828 2.1786 -0.6102 0.4809 0.1282 -0.5104 -1.055
C 4.2225 1.7181 -0.7012 -0.3308 -0.2654 1.1431 1.300
S 3.8224 1.1040 1.0236 0.0736 0.1911 -0.0884 -0.224
N 4.0088 0.5057 -1.5502 -0.0199 0.1781 -0.6521 0.743
C 4.9676 -0.5929 -1.6260 0.4282 0.0775 0.3652 -0.893
C 5.8546 -0.5188 -2.8822 -0.0651 0.2839 -0.1527 -0.633
O 5.9962 0.8225 -3.3288 0.0159 0.0135 0.1059 -0.520
C 2.8649 0.5117 -2.1447 -0.0289 0.0686 0.1378 -0.419
C 2.3667 -0.6115 -2.9851 0.1678 0.0031 0.2117 -2.110
C 1.7797 -1.7831 -2.1544 -0.3102 0.1060 0.1229 0.720
O 0.3660 -1.6303 -2.1173 0.2383 0.1270 0.0072 -0.454
C 2.0686 -3.1612 -2.7633 -0.0479 -0.1770 0.1227 -1.526
N 3.4411 -3.5786 -2.9362 -0.0083 0.1625 0.0161 -0.485
C 2.1046 1.7669 -1.8970 -0.3130 -0.2972 -0.1915 -0.123
C 0.7575 1.5365 -1.1659 -0.3040 0.0450 0.0590 0.866
C -0.4307 2.2444 -1.8499 -0.0138 0.1673 -0.1573 -0.640
C -1.3506 1.2910 -2.6132 0.1323 -0.1862 -0.0849 -0.889
C -2.1756 0.3549 -1.7364 -0.0596 0.1803 -0.0018 -0.462
N -3.4158 0.9757 -1.2228 -0.0521 -0.0368 -0.0615 -0.428
C -3.1656 1.8756 -0.1183 -0.0942 0.2165 -0.4710 0.622
C -3.5227 3.3218 -0.3417 -0.0452 -0.0247 -0.3400 -0.996
O -2.7077 1.4805 0.9143 0.2796 -0.2090 0.6435 -0.533
C 3.1721 2.7099 -1.2682 -0.3032 0.1874 -0.2744 1.247
C 2.6170 3.6516 -0.2023 0.2095 -0.2046 0.0997 -2.342
O 1.7860 4.5650 -0.9229 -0.1571 0.1343 0.0788 -0.600
C 1.2719 5.6356 -0.2678 -0.0365 -0.0304 0.0071 0.966
F 1.4898 5.5745 1.0567 -0.0655 0.0347 -0.2359 -0.285
F 1.8073 6.7706 -0.7252 -0.1050 -0.1916 0.1115 -0.263
F -0.0494 5.6882 -0.4758 0.2678 0.0237 0.0485 -0.243
B 3.7454 3.6686 -2.4523 0.2333 0.1189 0.0771 0.410
N 4.5381 4.8181 -2.1643 0.6989 -0.8274 -0.0549 -0.482
O 3.4016 3.3263 -3.7313 0.1824 -0.1027 0.0173 -0.751
H 7.2249 2.8258 2.4132 0.3485 0.4795 -0.1649 0.289
H 7.8952 1.8952 0.9584 -0.2200 -0.4785 0.2250 0.295
H 5.4427 3.6807 1.0379 -0.3118 -0.2974 0.1699 0.234
H 5.9141 2.8031 -1.4737 -0.0915 -0.0779 -0.0602 0.242
H 6.3275 1.3039 -0.6836 0.0133 0.0139 -0.0375 0.591
H 2.5104 0.9285 0.8075 -0.0036 -0.1513 -0.0877 0.232
H 5.5806 -0.5325 -0.7289 -0.0675 0.0070 0.0446 0.738
H 4.4390 -1.5421 -1.5632 -0.0533 0.0360 -0.1472 0.210
H 6.8308 -0.9447 -2.6505 -0.0889 -0.2141 -0.0073 0.476
H 5.4120 -1.0844 -3.7037 0.0182 -0.0813 0.0459 0.285
H 6.9122 1.0979 -3.2319 -0.0229 -0.0221 -0.0677 0.342
H 3.1902 -0.9769 -3.6013 -0.0670 0.0523 -0.0767 0.619
H 1.5764 -0.2186 -3.6230 0.0196 -0.1646 -0.1097 0.662
H 2.1527 -1.7380 -1.1224 0.2244 -0.0821 -0.0873 0.525
H 0.0769 -1.6762 -1.2014 -0.1776 -0.0773 -0.1760 -0.292
H 1.5883 -3.8831 -2.0998 -0.0693 0.0096 -0.0581 0.445
H 1.5334 -3.2237 -3.7137 0.0822 0.0571 -0.0387 0.394
H 3.9438 -3.7122 -2.0709 0.0167 -0.0342 -0.0368 0.328
H 3.9796 -3.0361 -3.5955 0.0045 -0.0536 -0.0104 0.300
H 1.8223 2.0749 -2.9073 0.1363 0.3071 0.0703 1.112
H 0.5328 0.4705 -1.1152 0.0777 0.0259 0.0209 -1.079
H 0.7979 1.8826 -0.1352 0.1956 -0.1196 0.0442 0.611
H -0.9857 2.8079 -1.1010 -0.0430 -0.0451 -0.0021 -0.373
H -0.0602 2.9970 -2.5509 0.0731 0.0212 0.0832 0.478
H -2.0104 1.8457 -3.2829 -0.0731 0.0250 0.1039 0.544
H -0.7322 0.6563 -3.2588 0.0192 0.0567 0.0039 0.260
H -2.4811 -0.5022 -2.3346 0.0104 -0.0500 0.0726 0.438
H -1.5655 -0.0054 -0.8975 -0.0127 -0.0926 -0.0686 0.296
H -3.9594 0.2175 -0.8159 -0.0153 0.0050 -0.0358 0.339
H -4.2632 3.6231 0.3986 0.0553 0.0347 0.0425 0.400
H -2.6356 3.9446 -0.2228 -0.0444 0.0168 0.1847 0.164
H -3.9217 3.4713 -1.3413 -0.0508 0.0094 0.0310 0.333
H 2.0303 3.1475 0.5608 -0.0030 0.0103 -0.0024 0.720
H 3.4331 4.1533 0.3223 -0.0716 0.2090 -0.1335 0.665
H 5.0413 4.8180 -1.2872 -0.2726 0.2865 0.1299 0.232
H 5.1980 5.0991 -2.8796 -0.2881 0.3500 -0.0884 0.240
H 3.8573 3.8298 -4.4135 -0.1591 0.0666 -0.0402 0.305
C -4.1007 -3.9559 3.3961 0.0035 0.1959 -0.1402 -0.982
C -2.8462 -4.7383 3.0909 -0.1782 -0.2304 0.2466 -0.356
O -2.1194 -4.1523 1.9762 0.0382 0.0165 -0.0107 -0.287
C -1.3811 -3.0994 2.2518 -0.0159 0.0100 -0.0019 -0.086
O -1.2029 -2.5585 3.3008 0.0233 -0.0210 -0.0143 -0.521
C -0.6793 -2.6247 0.9602 0.0540 0.0277 0.0493 1.404
F -1.5126 -2.5553 -0.0859 -0.0397 -0.0519 0.1027 -0.258
F 0.3208 -3.4607 0.6240 -0.0467 -0.0004 0.0227 -0.290
F -0.1383 -1.4103 1.1195 -0.0025 -0.0455 -0.0160 -0.225
H -4.7304 -3.8776 2.5098 -0.0465 -0.0664 0.0289 0.316
H -4.6660 -4.4593 4.1798 0.0114 -0.0335 -0.0048 0.366
H -3.8685 -2.9469 3.7347 0.0232 -0.0273 0.0563 0.343
H -3.0793 -5.7479 2.7625 0.0342 0.0337 -0.1185 0.322
H -2.1828 -4.8054 3.9521 0.0665 0.1277 -0.0448 0.331
C -9.6378 -1.8585 5.7760 -0.0518 -0.0703 -0.1729 -1.103
C -8.5859 -2.8843 6.1288 0.0130 0.1801 0.2468 -0.205
O -8.6157 -4.0085 5.2158 0.0068 -0.0203 -0.0482 -0.317
C -8.0290 -3.8287 4.0481 0.0132 -0.0350 -0.0053 0.349
O -7.4592 -2.8527 3.6551 0.0200 -0.0040 0.0172 -0.513
C -8.1237 -5.1263 3.2104 -0.0004 0.0320 0.0044 0.916
F -9.3562 -5.6338 3.2234 0.0501 0.0032 -0.0120 -0.246
F -7.2823 -6.0451 3.7150 -0.0272 0.0229 -0.0222 -0.260
F -7.7727 -4.8899 1.9493 -0.0006 -0.0238 0.0499 -0.238
H -10.6252 -2.3192 5.7489 -0.0043 0.0114 0.0651 0.307
H -9.6421 -1.0658 6.5234 0.0020 -0.0081 0.0159 0.372
H -9.4414 -1.4129 4.8018 0.0439 0.0268 0.0242 0.321
H -8.7747 -3.3226 7.1055 -0.0232 -0.0882 -0.0479 0.321
H -7.5846 -2.4551 6.1327 0.0067 -0.0210 -0.1161 0.304
```
Forces are in eV/Å.

[2]
DFT (ωB97M-V/def2-TZVPD) results for a structure of composition C50H104N3O14PbS5 in a non-equilibrium geometry.

As for the LUMO energy: -3.3 eV. The total charge is +1. As for the strongest force on any atom: 3.4 eV/A.

XYZ file:
```
177
Properties=species:S:1:pos:R:3:forces:R:3:mulliken_charge:R:1
Pb 2.2175 -6.8928 -1.6223 1.7274 1.8710 2.1977 1.522
C 2.0544 -3.8632 1.9254 0.4436 -0.1027 -0.1546 0.569
C 3.0737 -4.9512 1.5762 0.9867 -0.4195 -0.0932 1.242
C 3.2762 -5.8566 2.7808 0.4442 -0.2222 0.5338 0.642
O 2.9252 -5.6382 0.3656 -1.1123 -1.0408 -1.5634 0.087
H 1.2086 -4.2437 2.5009 -0.2456 -0.0291 -0.3259 0.347
H 1.7602 -3.3423 1.0141 -0.3097 -0.1444 0.0922 -1.004
H 2.5589 -3.1353 2.5661 -0.0563 0.0541 0.0834 -0.362
H 4.0504 -4.4433 1.5210 0.1004 0.3529 -0.2954 -1.065
H 4.1086 -6.5671 2.7553 -0.0270 -0.1078 -0.8856 -0.077
H 2.3841 -6.4377 3.0209 -0.1823 0.3609 0.3177 0.032
H 3.6362 -5.2370 3.6098 -0.7197 0.1337 0.3137 -1.190
C 6.2272 -3.7698 -0.9184 -1.7395 0.7228 0.1274 0.682
C 6.9672 -4.7013 -0.0010 1.2448 -0.5740 0.1312 -0.452
C 6.6077 -6.1316 -0.4135 -0.6888 -0.1865 -0.0988 -0.163
S 6.1001 -6.0963 -2.1881 1.9139 0.2618 0.7629 0.819
O 4.6879 -6.4073 -2.2869 -0.9524 -0.4728 -0.1014 -0.440
O 7.0365 -6.7983 -3.0476 -0.9553 0.4116 0.6525 -0.709
C 6.3317 -4.3305 -2.3051 1.2847 0.0674 -1.1202 -1.134
H 6.5653 -2.7351 -0.8755 0.1840 -0.0878 -0.0482 0.381
H 5.1601 -3.7495 -0.6662 -0.0167 0.0045 0.3161 -0.492
H 6.8160 -4.5536 1.0692 -0.5650 0.0646 -0.0811 -0.071
H 8.0499 -4.5660 -0.0820 0.0073 0.0772 -0.4041 0.423
H 5.7046 -6.4170 0.1304 0.0314 -0.3635 -0.0988 -0.292
H 7.4133 -6.8514 -0.2924 -0.1271 -0.0776 -0.0300 0.596
H 5.7691 -3.9206 -3.1424 -0.4473 0.0602 0.3649 0.493
H 7.3822 -4.2110 -2.5886 0.0404 -0.3314 -0.2484 0.425
C 0.6707 -8.0932 5.4825 0.3946 0.3348 -0.5984 0.826
C -0.4927 -9.0046 5.1508 0.0330 -0.8419 0.5841 -0.786
C -1.5182 -8.8413 6.2697 -0.2152 0.4120 -0.5697 -0.899
S -1.4266 -7.0423 6.6409 -1.0840 0.1100 2.0779 1.267
O -1.2185 -6.8744 8.0751 0.5160 -0.2472 -1.1765 -0.667
O -2.5878 -6.3619 6.1068 0.8034 -0.3028 -0.6025 -0.691
C 0.1013 -6.7032 5.7131 -0.2037 -0.2882 -0.1818 0.540
H 1.3584 -8.1061 4.6349 0.1931 0.2446 0.1285 -0.942
H 1.2307 -8.4172 6.3607 -0.1521 -0.1829 0.0462 0.370
H -0.1061 -10.0229 5.0873 -0.3413 -0.1420 0.0064 0.441
H -0.9529 -8.7590 4.1923 0.1192 0.1452 -0.0430 0.300
H -1.3328 -9.4322 7.1642 0.3454 0.2932 0.0868 0.419
H -2.5318 -9.0654 5.9415 -0.0401 0.2310 0.0233 0.423
H 0.7826 -6.0623 6.2645 -0.3479 0.1164 0.1470 -0.737
H -0.1922 -6.2470 4.7672 -0.0604 0.1200 0.0720 0.367
C -0.8322 -1.6720 1.1855 -0.7739 -0.1413 -0.4828 -0.360
C 0.2433 -0.6821 1.6091 0.8379 -0.1800 -0.4045 1.126
C 0.0943 0.6206 0.8099 -1.0348 1.2037 -0.2726 -1.084
S -1.4328 0.5143 -0.1868 0.4765 -0.4440 -0.0385 1.041
O -1.0460 0.0429 -1.5103 -0.1935 0.2043 0.1409 -0.545
O -2.2343 1.7121 -0.0209 0.4960 -0.9668 -0.2788 -0.682
C -2.0626 -0.8929 0.7297 -0.0588 0.4129 0.8740 -1.019
H -1.0809 -2.3514 2.0001 -0.0657 0.0165 -0.0293 0.541
H -0.4542 -2.2835 0.3637 -0.0938 -0.0426 -0.0273 -0.148
H 1.1447 -1.2566 1.3902 0.4933 0.7209 0.0670 -1.029
H 0.2633 -0.5052 2.6832 -0.2403 0.1847 -0.0505 0.542
H 0.8198 1.0075 0.0935 0.4536 -0.7789 0.0331 0.339
H -0.1438 1.5253 1.3738 0.2054 -0.3338 0.6691 0.532
H -2.8239 -1.4617 0.2026 0.0427 0.1788 -0.1464 0.467
H -2.4712 -0.4042 1.6182 -0.4289 -0.1526 -0.0494 0.410
C 2.3520 -1.5157 -2.7603 0.8773 -0.5789 -0.0206 -0.634
C 1.4803 -1.5464 -4.0218 0.2335 0.1674 -0.3053 -0.957
C 0.9737 -2.9796 -4.2615 -0.9349 -0.8385 1.1716 -0.797
S 1.3269 -3.8979 -2.6835 1.0574 1.1931 1.1096 1.309
O 2.6112 -4.6303 -2.7946 -1.0128 -0.1097 -0.1604 -0.568
O 0.2272 -4.6252 -2.0567 0.4877 -0.1568 -1.0077 -0.821
C 1.6232 -2.3865 -1.7559 -0.5869 1.2133 -0.4433 1.215
H 2.5620 -0.5178 -2.3790 -0.4005 0.0807 -0.0495 0.428
H 3.3375 -1.9748 -2.8877 0.0617 0.0933 -0.4858 0.351
H 2.0071 -1.2017 -4.9103 0.1071 -0.0189 0.0722 0.464
H 0.6506 -0.8567 -3.8662 -0.1615 -0.1797 0.0073 0.311
H 1.3248 -3.5066 -5.1454 0.4494 -0.0669 0.2624 0.440
H -0.1104 -3.1122 -4.2417 -0.1175 0.5281 -0.3140 0.410
H 2.1071 -2.4118 -0.7820 0.0537 -0.8287 -0.1481 -0.760
H 0.6531 -1.8859 -1.6581 -0.3041 -0.4528 0.3180 -0.200
C 2.4322 -11.5184 1.9990 0.9327 0.5298 -0.6331 -0.809
C 1.5518 -10.3075 2.3241 -0.3419 0.1403 -0.3092 0.017
C 2.2876 -8.9818 2.1246 0.6750 0.3145 -0.1087 0.098
S 3.6376 -9.3310 0.9534 1.0875 -0.5469 1.2830 1.243
O 4.9249 -9.1695 1.6071 -0.9598 0.2640 -0.4932 -0.594
O 3.4357 -8.6793 -0.3374 -0.3006 0.0929 -0.3224 -0.686
C 3.3193 -11.0851 0.7694 -0.8393 -0.2694 0.4393 -0.971
H 1.8559 -12.4042 1.7394 -0.1659 0.1527 -0.0950 0.434
H 2.9977 -11.7988 2.8874 0.4717 0.1325 -0.2441 0.340
H 1.1878 -10.3756 3.3466 -0.2662 0.0229 -0.1404 -0.271
H 0.7265 -10.3049 1.6101 -0.2896 -0.0563 0.2939 0.342
H 2.7967 -8.5529 2.9873 0.1713 -0.5527 0.1855 -0.512
H 1.6869 -8.1389 1.7819 -0.1312 -0.2806 -0.4331 0.463
H 4.2535 -11.6241 0.6314 0.0864 0.1641 0.1868 0.484
H 2.7573 -11.1359 -0.1642 -0.1585 -0.2384 0.0745 0.368
C 10.2241 -7.4702 4.9680 0.0746 0.0390 0.5667 -2.038
C 8.9464 -6.7476 5.3829 -0.5491 0.7385 0.3410 1.788
C 8.2522 -6.2842 4.0582 -0.4043 0.4080 0.4841 -1.607
C 6.7637 -5.9429 4.1662 0.3179 0.6144 1.3921 1.346
C 5.9981 -7.0449 4.9166 0.3266 0.1369 -0.4623 -1.004
C 6.6068 -7.4445 6.2766 -0.1959 0.8647 -0.5754 2.122
N 8.0445 -7.6446 6.0906 -0.6336 -2.0831 -1.1574 0.441
O 8.6001 -8.2604 7.2302 0.3713 0.4750 0.1607 -0.523
C 6.3661 -6.3333 7.2954 -0.9046 -0.0301 1.0395 -1.485
C 5.8736 -8.7186 6.7521 0.5373 -0.0330 0.3771 -2.199
C 9.3256 -5.5416 6.2985 -0.0818 0.2466 -0.8574 -1.732
H 10.8986 -6.7693 4.4750 -0.1682 -0.0460 -0.3250 0.367
H 9.9782 -8.3160 4.3267 0.1788 -0.0177 -0.0389 0.450
H 10.7843 -7.7990 5.8449 -0.1382 -0.2177 0.0247 0.460
H 8.7837 -5.3613 3.8158 0.1178 -0.1580 -0.5438 0.508
H 8.3080 -7.0092 3.2443 0.6668 -0.2165 0.1939 0.366
H 6.3450 -5.6530 3.1999 -0.0854 -0.5282 -0.1737 -0.674
H 6.7100 -4.9980 4.7202 -0.2364 -0.0427 0.2764 -0.336
H 5.9976 -7.9427 4.2927 -0.1525 -0.0508 -0.0782 0.436
H 4.9667 -6.7399 5.1070 -0.0927 -0.0430 -0.0836 -0.232
H 7.0170 -6.4329 8.1658 0.4252 0.1418 -0.2830 0.454
H 6.3955 -5.3279 6.8789 0.3415 -0.0652 -0.0064 -0.103
H 5.3826 -6.4239 7.7697 -0.2456 -0.0553 -0.3413 0.497
H 6.2767 -8.9576 7.7364 -0.1788 -0.2495 0.0148 0.548
H 4.7969 -8.5732 6.8554 0.0448 0.4873 0.0411 0.249
H 5.9553 -9.5984 6.1112 0.5116 0.1640 -0.2102 0.384
H 9.6867 -5.8717 7.2707 0.0047 -0.1337 -0.0651 0.339
H 8.4937 -4.8535 6.4516 -0.1414 -0.1808 0.0582 0.264
H 10.0946 -4.9376 5.8110 0.1990 -0.1050 0.0887 0.479
H 8.8774 -9.1240 6.9074 -0.0071 -0.0396 0.0891 0.353
C 4.4308 2.9729 1.9722 1.2901 0.1680 -0.3940 -1.940
C 4.3559 1.4497 2.1633 -0.0453 0.9018 1.4147 1.720
C 4.1758 0.8343 0.7941 -1.0561 -0.2951 -0.5746 -1.636
C 4.2800 -0.6932 0.6926 0.1863 0.5230 0.0703 1.076
C 5.5842 -1.1196 1.2798 0.4468 -0.6708 -0.3685 -1.049
C 5.8916 -0.5560 2.6716 1.0916 -1.2311 0.1860 2.789
N 5.6006 0.8742 2.7265 0.1380 -0.0040 -1.7200 0.429
O 6.1926 1.5132 3.8373 -0.5400 -0.2092 -0.1765 -0.489
C 5.2515 -1.3681 3.7980 -1.2927 0.0420 -0.1036 -1.171
C 7.4052 -0.7880 2.7868 0.5552 1.0616 0.9309 -2.577
C 3.1259 1.1923 3.0571 0.3859 -1.0752 0.8117 -1.182
H 4.5349 3.5987 2.8582 -0.3920 -0.4775 0.3664 0.365
H 5.3352 3.2281 1.4105 -0.0581 -0.1061 -0.2707 0.484
H 3.5725 3.3082 1.3907 -0.0699 -0.0320 0.0822 0.385
H 3.1638 1.1185 0.4892 0.0339 0.1818 -0.2183 0.152
H 4.8744 1.3230 0.1127 0.1018 -0.2188 -0.0993 0.438
H 3.5034 -1.2536 1.2217 -0.3448 0.3840 0.0284 -0.967
H 4.2397 -1.0094 -0.3532 -0.1311 0.0823 -0.0797 0.306
H 6.4322 -0.9008 0.6231 -0.1710 0.6358 -0.1125 0.565
H 5.6117 -2.2139 1.2627 -0.0166 -0.0633 0.6725 -0.376
H 4.2787 -0.9010 3.9588 0.0295 -0.2015 0.6569 0.135
H 5.8182 -1.4234 4.7240 0.0823 0.5646 -0.0717 0.550
H 5.0125 -2.4129 3.5811 0.3052 -0.0130 -0.5682 -0.531
H 7.7694 -0.4824 3.7716 -0.1331 0.0293 0.0851 0.647
H 7.9337 -0.1442 2.0797 0.1009 -0.3457 -0.2780 0.581
H 7.7086 -1.8328 2.7235 -0.2644 -0.0516 -0.4613 0.169
H 3.4401 1.2395 4.1028 0.1581 -0.2117 0.0039 0.415
H 2.2544 1.8475 3.0628 0.1317 0.2038 -0.9025 0.426
H 2.8376 0.1626 2.8302 -0.5384 0.0292 0.4068 -0.270
H 7.0772 1.6401 3.4783 0.1031 0.4465 0.3939 0.363
C 1.7904 -1.1366 9.9772 1.3570 0.6514 -1.2880 -1.931
C 2.7491 -2.0367 9.1474 0.3984 -1.3340 1.7862 1.422
C 2.5421 -3.4706 9.7191 -1.2717 0.2331 -1.0280 -1.576
C 3.0714 -4.5709 8.8174 0.2434 -1.3767 0.0799 -0.769
C 2.4563 -4.4476 7.4368 0.8760 1.0117 0.6190 -1.653
C 2.8441 -3.1028 6.8332 -2.0075 1.2595 -1.5227 2.777
N 2.3965 -2.0039 7.7148 0.0437 -0.7029 1.8559 0.105
O 2.7467 -0.7315 7.2156 0.0695 0.0108 -0.4783 -0.474
C 4.2730 -3.0505 6.3132 0.8893 -0.2297 0.6371 0.429
C 1.8440 -2.9413 5.6313 1.3931 -0.0526 -0.5857 -1.838
C 4.2208 -1.7225 9.4781 0.2766 0.7728 -1.0026 -1.435
H 2.1492 -1.0821 11.0039 -0.3517 -0.3208 0.1357 0.404
H 0.7472 -1.4184 9.8555 0.0368 -0.1380 0.2294 0.396
H 1.9400 -0.1275 9.5837 -0.3213 0.1410 0.0791 0.423
H 2.8172 -3.4912 10.7717 0.4604 -0.1063 -0.1433 0.577
H 1.4519 -3.5843 9.7302 -0.0703 -0.3366 0.0360 0.375
H 2.8313 -5.5774 9.1756 -0.3377 0.1482 0.4366 0.462
H 4.1542 -4.6758 8.7043 0.1497 0.7089 0.2080 0.147
H 1.3685 -4.4700 7.5170 -0.0210 -0.2618 -0.0922 0.586
H 2.8650 -5.1940 6.7518 -0.2914 -0.2618 0.0367 0.099
H 4.9500 -3.6400 6.9378 -0.1726 -0.3416 -0.0535 -0.143
H 4.3456 -3.4235 5.2920 -0.1142 -0.1564 0.0504 -0.903
H 4.7685 -2.0818 6.3348 -0.6846 0.3187 -0.0526 0.453
H 1.9417 -3.8300 5.0007 -0.3211 -0.1517 0.0188 -0.002
H 0.8183 -2.7686 5.9495 0.0450 -0.1814 0.1419 0.627
H 2.1683 -2.1267 4.9773 -0.1107 0.2281 0.1232 0.073
H 4.5519 -1.9622 10.4876 -0.5161 0.0912 0.1807 0.399
H 4.4173 -0.6672 9.2769 0.1907 -0.0006 0.0839 0.373
H 4.8875 -2.2991 8.8336 -0.0594 0.0201 -0.1164 0.202
H 1.8826 -0.3664 6.9984 0.1123 0.2090 -0.0708 0.365
```
Forces are in eV/Å.

Number 1: HOMO-LUMO gap 8.34 eV. Number 2: HOMO-LUMO gap 6.39 eV.